No. 1
{"formula": "C3H6N2O", "method": "the ωB97M-V functional and the def2-TZVPD basis", "elements": ["C", "C", "C", "H", "H", "H", "H", "H", "H", "N", "N", "O"], "positions_angstrom": [[1.120, -0.530, 0.070], [2.255, 0.181, 0.068], [-1.350, -0.522, -0.275], [-1.318, 1.501, 0.444], [1.075, -1.545, 0.369], [3.204, -0.289, -0.017], [2.316, 1.311, -0.096], [-1.198, -1.557, -0.566], [-3.273, -0.428, 0.157], [-0.171, 0.177, -0.223], [-2.395, 0.160, 0.216], [-0.265, 1.543, -0.145]], "nbo_charge": [-0.045, -0.433, 0.256, 0.508, 0.212, 0.207, 0.226, 0.188, 0.374, -0.141, -0.796, -0.556], "gap_ev": 9.10, "smiles": "[H]/N=C/N(O)C=C", "relative_energy_kcal_mol": 108.1, "homo_energy_ev": -8.24}

=====

No. 2
{"formula": "ClFN3", "method": "the ωB97M-V functional and the def2-TZVPD basis", "elements": ["N", "N", "N", "F", "Cl"], "positions_angstrom": [[1.958, 0.314, 2.001], [1.105, 0.137, 1.382], [-1.063, 0.218, -0.733], [0.169, -0.056, -1.084], [-2.169, -0.613, -1.567]], "nbo_charge": [0.086, -0.085, 0.360, -0.007, 0.645], "gap_ev": [7.66, 7.66], "relative_energy_kcal_mol": 3.3, "total_charge": 1, "homo_energy_ev": [-18.42, -18.42]}

=====

No. 3
{"formula": "C28H52Cl2N3O4Si2Sn", "method": "the ωB97M-V functional and the def2-TZVPD basis", "elements": ["C", "C", "H", "H", "H", "C", "C", "H", "H", "H", "H", "Sn", "Cl", "C", "O", "N", "C", "C", "H", "H", "H", "H", "H", "H", "H", "H", "H", "C", "C", "N", "H", "C", "O", "H", "H", "H", "H", "H", "H", "C", "C", "N", "H", "C", "O", "H", "H", "H", "H", "O", "C", "C", "C", "H", "C", "H", "C", "H", "C", "C", "H", "H", "H", "Si", "Cl", "C", "C", "C", "H", "H", "H", "H", "H", "H", "H", "H", "H", "C", "Si", "C", "C", "C", "C", "H", "H", "H", "H", "H", "H", "H", "H", "H"], "positions_angstrom": [[-0.550, 3.138, -3.294], [-1.707, 2.683, -2.463], [-0.602, 2.726, -4.317], [0.386, 2.782, -2.857], [-0.508, 4.236, -3.370], [-2.951, 2.610, -2.966], [-3.326, 2.914, -4.376], [-3.808, 2.351, -2.340], [-2.479, 2.891, -5.077], [-3.793, 3.913, -4.433], [-4.060, 2.179, -4.740], [0.916, 0.109, -0.329], [2.309, 2.125, -0.073], [-2.339, -0.664, 1.977], [-2.294, -1.521, 1.089], [-3.117, -0.730, 3.082], [-3.901, -1.925, 3.360], [-3.419, 0.425, 3.917], [-1.681, 0.226, 1.954], [-3.590, -2.746, 2.703], [-4.978, -1.713, 3.222], [-3.749, -2.209, 4.417], [-2.755, 1.257, 3.662], [-3.285, 0.164, 4.977], [-4.465, 0.745, 3.772], [2.976, -3.004, 2.733], [5.030, -1.485, 3.042], [3.328, -3.141, 1.691], [5.240, -1.587, 1.960], [4.027, -1.942, 1.231], [2.469, -3.370, 1.047], [3.513, -1.055, 0.397], [2.569, -1.330, -0.418], [5.609, -0.634, 1.579], [3.938, -0.045, 0.447], [4.032, -3.974, 1.667], [5.992, -2.363, 1.789], [-1.072, 0.475, -3.828], [-3.716, -0.374, -2.950], [-1.036, -0.622, -3.972], [-3.246, -1.366, -3.077], [-1.795, -1.285, -2.906], [0.010, -0.958, -3.946], [-1.176, -1.719, -1.806], [0.075, -1.545, -1.618], [-3.663, -2.062, -2.335], [-1.780, -2.240, -1.054], [-1.510, -0.881, -4.928], [-3.455, -1.725, -4.094], [-0.734, 1.041, -1.160], [-1.407, 2.257, -1.044], [-3.536, 1.073, -0.365], [-2.627, 2.107, -0.155], [-3.238, 0.299, -1.072], [-4.763, 1.083, 0.292], [-0.759, 3.014, -0.580], [-2.836, 3.036, 0.860], [-5.485, 0.303, 0.042], [-5.020, 2.078, 1.232], [-4.043, 3.034, 1.545], [-2.029, 3.755, 1.097], [-5.996, 2.084, 1.717], [-4.243, 3.784, 2.319], [4.494, 0.247, -3.403], [2.383, 0.749, -3.181], [4.331, -1.613, -3.493], [5.372, 0.655, -1.779], [5.292, 1.184, -4.839], [3.356, -1.959, -3.126], [5.103, -2.079, -2.870], [4.458, -1.989, -4.511], [4.997, 0.857, -5.850], [6.375, 1.040, -4.748], [5.098, 2.268, -4.805], [4.628, 0.862, -0.987], [6.003, 1.556, -1.814], [6.015, -0.173, -1.463], [0.647, -3.121, 4.510], [0.877, -1.250, 4.653], [-0.500, -0.578, 5.742], [2.568, -0.859, 5.392], [0.715, -0.593, 2.955], [0.657, -0.288, 1.760], [0.678, -3.637, 5.480], [1.411, -3.562, 3.859], [-0.335, -3.304, 4.051], [-0.208, -0.538, 6.802], [-0.750, 0.435, 5.408], [-1.387, -1.219, 5.650], [3.373, -1.367, 4.838], [2.750, 0.226, 5.361], [2.597, -1.189, 6.443]], "lowdin_charge": [-0.056, -0.236, 0.068, 0.041, 0.090, -0.135, -0.114, 0.095, 0.059, 0.073, 0.064, 0.806, -0.124, -0.344, -0.012, -0.174, -0.055, -0.070, 0.109, 0.084, 0.087, 0.081, 0.090, 0.071, 0.079, 0.061, 0.079, -0.027, -0.046, -0.178, 0.101, -0.359, -0.229, 0.086, 0.074, 0.081, 0.084, 0.075, 0.073, -0.030, -0.057, -0.172, 0.070, -0.305, -0.207, 0.091, 0.120, 0.079, 0.079, -0.392, -0.393, -0.064, -0.177, 0.094, -0.084, 0.124, -0.035, 0.103, -0.128, -0.111, 0.123, 0.090, 0.097, 0.257, 0.296, -0.228, -0.213, -0.222, 0.024, 0.022, 0.018, 0.025, 0.019, 0.030, -0.036, 0.031, 0.025, -0.188, 0.414, -0.192, -0.190, -0.202, -0.241, 0.025, 0.001, 0.029, 0.025, 0.024, 0.016, 0.005, 0.033, 0.024], "gap_ev": [3.36, 3.36], "relative_energy_kcal_mol": 0.0, "total_charge": -1, "homo_energy_ev": [-0.72, -0.72]}

=====

No. 4
{"formula": "C29H29Cl6N5O4STeTi", "method": "the ωB97M-V functional and the def2-TZVPD basis", "elements": ["Ti", "N", "C", "C", "C", "N", "H", "H", "H", "H", "H", "H", "H", "H", "H", "H", "Cl", "C", "C", "C", "Cl", "C", "O", "C", "Cl", "C", "H", "H", "Cl", "C", "C", "C", "C", "C", "C", "N", "C", "C", "N", "C", "O", "C", "C", "C", "Cl", "S", "C", "C", "C", "Cl", "C", "H", "H", "H", "H", "H", "H", "H", "H", "H", "H", "H", "H", "H", "O", "C", "C", "C", "C", "O", "N", "H", "H", "H", "H", "Te"], "positions_angstrom": [[0.430, -0.036, -3.466], [0.528, -0.964, -1.549], [-0.088, -2.281, -1.406], [-1.590, -2.169, -1.223], [-2.280, -1.585, -2.441], [-1.704, -0.284, -2.806], [1.616, -1.082, -1.472], [0.231, -0.315, -0.825], [0.347, -2.814, -0.555], [0.149, -2.865, -2.301], [-1.771, -1.533, -0.346], [-2.024, -3.150, -1.011], [-3.359, -1.490, -2.265], [-2.132, -2.246, -3.298], [-1.760, 0.404, -2.054], [-2.178, 0.117, -3.606], [4.084, -2.879, -7.145], [3.729, -2.455, -5.460], [2.574, -1.743, -5.154], [2.237, -1.372, -3.859], [-0.538, -1.207, -5.405], [3.150, -1.757, -2.801], [2.968, -1.478, -1.539], [4.299, -2.497, -3.177], [5.428, -2.999, -1.915], [4.609, -2.846, -4.479], [1.938, -1.461, -5.979], [5.507, -3.405, -4.705], [-7.277, -0.059, 5.340], [-5.625, 0.197, 4.850], [-4.787, 0.960, 5.645], [-3.481, 1.155, 5.232], [-2.992, 0.602, 4.053], [-1.566, 0.886, 3.648], [-1.414, 2.291, 3.048], [-1.771, 2.330, 1.651], [-2.959, 2.665, 1.023], [-2.782, 2.330, -0.291], [-1.538, 1.769, -0.474], [-0.977, 1.779, 0.699], [-0.763, 0.765, 4.811], [0.644, 0.595, 4.584], [1.010, -0.403, 3.523], [0.687, -1.729, 3.571], [-0.146, -2.522, 4.853], [1.193, -2.589, 2.187], [1.859, -1.178, 1.488], [1.690, -0.101, 2.301], [-3.859, -0.165, 3.289], [-3.335, -0.907, 1.814], [-5.178, -0.370, 3.675], [-5.155, 1.390, 6.566], [-2.802, 1.736, 5.844], [-1.254, 0.159, 2.900], [-0.369, 2.584, 3.125], [-2.011, 3.007, 3.614], [-3.774, 3.132, 1.555], [-3.453, 2.488, -1.122], [0.034, 1.446, 0.887], [1.026, 0.271, 5.552], [1.102, 1.559, 4.347], [2.320, -1.214, 0.504], [2.039, 0.883, 2.018], [-5.838, -0.966, 3.062], [1.644, 1.281, -0.306], [2.347, 1.507, -1.304], [3.638, 2.301, -1.192], [4.216, 2.250, -2.594], [3.153, 1.505, -3.399], [3.235, 1.314, -4.586], [2.097, 1.125, -2.570], [4.269, 1.838, -0.433], [3.383, 3.309, -0.858], [5.144, 1.679, -2.655], [4.379, 3.225, -3.052], [-0.398, 2.279, -4.180]], "lowdin_charge": [0.293, -0.080, -0.233, -0.198, -0.256, -0.160, -0.003, 0.067, 0.081, 0.124, 0.059, 0.110, 0.106, 0.080, 0.013, -0.013, 0.537, -0.677, -0.218, -0.158, -0.042, -0.457, -0.186, -0.590, 0.571, -0.192, 0.029, 0.084, 0.643, -0.669, -0.103, -0.014, -0.170, -0.299, -0.058, -0.072, -0.083, -0.139, 0.080, -0.165, -0.118, -0.152, -0.336, -0.989, 0.638, 1.019, -0.362, -0.143, -0.564, 0.779, -0.130, 0.101, 0.124, 0.108, 0.129, 0.134, 0.105, 0.098, 0.097, 0.124, 0.118, 0.060, 0.107, 0.103, -0.052, -0.481, -0.092, -0.086, -0.525, 0.046, -0.016, 0.112, 0.112, 0.116, 0.110, 0.062], "gap_ev": [3.90, 3.90], "relative_energy_kcal_mol": 2.1, "total_charge": -2, "homo_energy_ev": [-0.79, -0.79]}